# C4H13N3

One molecule with the formula C4H13N3 (ωB97M-V/def2-TZVPD, the OMol25 dataset).

```
20
Properties=species:S:1:pos:R:3:forces:R:3:mulliken_charge:R:1
C -0.60341 -2.07598 1.06609 0.0 0.3 -0.2 -1.11
C -1.12220 -0.90693 0.22416 0.0 -0.3 0.0 -0.47
N -0.16251 -0.30829 -0.68533 0.0 -0.1 -0.1 0.28
N 0.27838 -1.25101 -1.64178 0.1 0.1 -0.5 -0.74
C 0.87729 0.52034 -0.08841 0.0 0.4 -0.3 -0.46
C 0.65249 2.01680 -0.41187 0.5 -0.2 0.3 -0.79
N -0.21315 2.72744 0.50993 -0.2 0.1 0.1 -0.61
H -1.40021 -2.45755 1.69810 -0.1 -0.1 0.1 0.38
H -0.25987 -2.87546 0.41463 0.0 -0.1 0.0 0.30
H 0.22340 -1.76511 1.70341 0.1 0.0 0.1 0.28
H -1.95108 -1.25774 -0.39516 0.0 0.1 0.1 0.34
H -1.49274 -0.11163 0.87543 0.0 0.0 0.0 0.26
H 1.16456 -1.68942 -1.38080 -0.2 0.1 0.0 0.25
H 0.40344 -0.77441 -2.53813 0.0 -0.2 0.4 0.22
H 1.85597 0.21859 -0.48265 -0.1 -0.1 0.0 0.46
H 0.91275 0.39033 1.00060 0.0 0.0 0.0 0.20
H 1.61946 2.53424 -0.41060 -0.1 -0.1 -0.1 0.34
H 0.22101 2.09633 -1.40920 0.1 0.0 -0.1 0.37
H 0.13451 2.64555 1.45976 0.0 0.0 -0.1 0.26
H -1.13809 2.32390 0.49182 -0.2 0.0 0.0 0.26
```
Forces are in eV/Å.

Computed properties:
* strongest force on any atom: 0.68 eV/A
* structure (SMILES): CCN(N)CCN
* E_HOMO: -8.4 eV
* HOMO-LUMO gap: 9.44 eV
* energy above the lowest of the compared OMol25 structures with the same formula, charge and spin: 1.510 eV
* lowest unoccupied orbital energy: 0.0388 Eh